one:
# C4H5NO3

One molecule with the formula C4H5NO3 (the ωB97M-V functional and the def2-TZVPD basis, the OMol25 dataset).

gap between HOMO and LUMO = 9.239 eV
lowest unoccupied orbital energy = -0.9 eV
HOMO = -10.14 eV
SMILES = [H]/N=C(/C(C)=O)C(=O)O

Geometry as ORCA input:
```
! RIJCOSX wB97M-V def2-TZVPD def2/J DEFGRID3
* xyz 0 1
C -1.43995 -0.35543 -1.38439
C 1.55225 0.23031 1.00099
C 0.01978 0.50197 0.53155
C -0.31938 -0.56641 -0.43789
O 1.96413 -0.96952 1.38338
N -0.49377 1.64967 0.44351
O 2.15822 1.21459 1.34140
O 0.48085 -1.50228 -0.47726
H 1.27625 -1.67106 1.36555
H -0.02546 2.32874 1.05005
H -1.25935 0.53657 -1.98110
H -1.56386 -1.22797 -2.02141
H -2.34971 -0.16917 -0.81438
*
```

two:
# C4H5NO3

One molecule with the formula C4H5NO3 (the ωB97M-V functional and the def2-TZVPD basis, the OMol25 dataset).

gap between HOMO and LUMO = 9.186 eV
lowest unoccupied orbital energy = 0.6 eV
HOMO = -8.58 eV
SMILES = Cc1nc(O)oc1O

Geometry as ORCA input:
```
! RIJCOSX wB97M-V def2-TZVPD def2/J DEFGRID3
* xyz 0 1
C -1.50488 -1.30530 -0.08859
C -0.42289 -0.25362 -0.08243
C 1.63527 0.24345 -0.04187
C -0.28816 1.10190 -0.15156
H -1.29774 -1.86212 0.83896
H -1.63496 -1.87474 -1.01056
H -2.46683 -0.77661 0.06568
H 3.15566 -0.77060 -0.07822
H -1.01573 2.50619 0.78386
N 0.89936 -0.78779 0.03587
O 2.96521 0.16983 -0.04829
O 1.08545 1.45717 -0.14951
O -1.10979 2.15226 -0.07334
*
```

three:
# C4H5NO3

One molecule with the formula C4H5NO3 (the ωB97M-V functional and the def2-TZVPD basis, the OMol25 dataset).

gap between HOMO and LUMO = 10.253 eV
lowest unoccupied orbital energy = 0.2 eV
HOMO = -10.08 eV
SMILES = O=CN1CC(=O)CO1

Geometry as ORCA input:
```
! RIJCOSX wB97M-V def2-TZVPD def2/J DEFGRID3
* xyz 0 1
C 0.03953 0.18679 -1.94674
C -0.85545 0.54639 0.51165
C 0.04871 0.05843 1.53543
C 0.81510 -1.05738 0.79146
H 0.74340 -0.79061 -2.25849
H -1.94274 0.82908 0.66128
H -0.40087 1.67899 0.48709
H 1.68382 -0.60930 -0.00813
H 1.16264 -1.92871 1.35396
N -0.62270 -0.10686 -0.64819
O 0.37042 1.27649 -2.59906
O 0.23102 0.49191 2.59039
O -0.24828 -1.37301 -0.12248
*
```

four:
# C4H5NO3

A 3-piece molecular cluster, C4H5NO3 overall (the ωB97M-V functional and the def2-TZVPD basis, the OMol25 dataset).

gap between HOMO and LUMO = 7.343 eV
lowest unoccupied orbital energy = -0.7 eV
HOMO = -8.03 eV

Geometry as ORCA input:
```
! RIJCOSX wB97M-V def2-TZVPD def2/J DEFGRID3
* xyz 0 1
C 1.18491 0.14174 -0.29061
C 0.83203 1.50264 0.09984
C -0.52417 1.37225 0.15835
C 0.08843 -0.67099 -0.05213
H 2.21132 -1.26076 0.82636
H 1.35097 2.55288 -0.11952
H -1.15724 2.30499 0.47666
H -2.72822 -0.69755 0.16927
H 0.04214 -2.69838 -0.67395
N -1.02873 0.05890 0.07670
O 2.43555 -0.51229 -0.45057
O -2.45680 -0.14800 -0.58757
O -0.25019 -1.94542 0.36718
*
```

Most stable to least stable, the ends of the list are two and four.

one:
# C4H11NO3

A 2-piece molecular cluster, C4H11NO3 overall (the ωB97M-V functional and the def2-TZVPD basis, the OMol25 dataset).

gap between HOMO and LUMO = 10.454 eV
lowest unoccupied orbital energy = 0.9 eV
HOMO = -9.60 eV
SMILES = O=CNO.CCOC

Geometry as ORCA input:
```
! RIJCOSX wB97M-V def2-TZVPD def2/J DEFGRID3
* xyz 0 1
C -0.03583 -0.62632 1.50145
C 2.23777 -0.45385 0.88269
C -1.25388 0.21777 1.82399
O 1.02110 0.24762 1.11397
H 0.25701 -1.22286 2.37206
H -0.26502 -1.29546 0.66487
H 2.06144 -1.42841 0.41657
H 2.77400 -0.58104 1.82721
H 2.85397 0.14725 0.20833
H -1.42396 0.97619 1.05298
H -2.14797 -0.40513 1.91480
H -1.10637 0.75499 2.76651
N -1.25704 0.33464 -1.97942
C 0.04827 0.73919 -2.07016
O -1.87976 -0.00303 -3.20254
O 0.71305 0.67607 -3.09414
H -1.15661 0.13791 -3.85299
H -1.86334 0.61849 -1.21880
H 0.42316 1.16605 -1.12747
*
```

two:
# C4H11NO3

A 2-piece molecular cluster, C4H11NO3 overall (the ωB97M-V functional and the def2-TZVPD basis, the OMol25 dataset).

gap between HOMO and LUMO = 10.699 eV
lowest unoccupied orbital energy = 0.5 eV
HOMO = -10.24 eV
SMILES = C[C@@H](CO)NC=O.O

Geometry as ORCA input:
```
! RIJCOSX wB97M-V def2-TZVPD def2/J DEFGRID3
* xyz 0 1
C -0.43641 0.77952 -1.48852
N 0.83452 0.42900 -1.21608
C 1.72795 0.40774 1.11600
C 1.31779 -0.40964 -0.11579
C 0.34172 -1.51221 0.22266
O 0.96381 -2.54050 0.99488
O -1.43065 0.39826 -0.90771
H -0.50798 1.47227 -2.35137
H 1.53189 0.98644 -1.67790
H 2.73678 0.79671 1.00664
H 1.75394 -0.29324 1.95812
H 1.02506 1.20355 1.34605
H 2.23685 -0.85862 -0.52860
H -0.51360 -1.13784 0.78237
H -0.10424 -1.97797 -0.64842
H 1.92191 -2.38346 1.00206
H -2.34669 1.85787 1.58501
H -2.86534 1.49312 0.17992
O -2.98275 2.12237 0.90499
*
```

Most stable to least stable, the ends of the list are two and one.

one:
# C4H11NO3

C4H11NO3 as an isolated structure (the ωB97M-V functional and the def2-TZVPD basis, the OMol25 dataset).

gap between HOMO and LUMO (spin up / spin down) = 5.896 / 5.896 eV
lowest unoccupied orbital energy (spin up / spin down) = -1.4 / -1.4 eV
HOMO (spin up / spin down) = -7.30 / -7.30 eV

Geometry as ORCA input:
```
! RIJCOSX wB97M-V def2-TZVPD def2/J DEFGRID3
* xyz 0 1
C 1.43936 0.31429 0.47398
C 1.41898 1.56438 -0.36974
C 1.68384 -0.99638 -0.18961
O 0.94833 -1.54723 -1.05661
O 2.88852 -0.97410 0.08790
H -0.16868 -1.01598 -1.16848
H -0.02134 0.23007 0.86637
H 1.75189 0.41609 1.50709
H 1.27300 2.45269 0.25296
H 0.61599 1.50418 -1.10556
H 2.37212 1.66571 -0.89217
C -1.09309 0.08826 1.49065
N -2.36069 -1.08534 -0.94398
O -1.22113 -0.34923 -1.23230
H -2.40784 -1.91598 -1.53965
H -3.17038 -0.50187 -1.13219
H -1.37704 -0.94062 1.31412
H -0.70853 0.31552 2.47851
H -1.86330 0.77554 1.15870
*
```

two:
# C4H11NO3

A 2-piece molecular cluster, C4H11NO3 overall (the ωB97M-V functional and the def2-TZVPD basis, the OMol25 dataset).

gap between HOMO and LUMO = 10.034 eV
lowest unoccupied orbital energy = 0.7 eV
HOMO = -9.32 eV
SMILES = CC(=O)O.CNCO

Geometry as ORCA input:
```
! RIJCOSX wB97M-V def2-TZVPD def2/J DEFGRID3
* xyz 0 1
C 1.84480 1.20512 0.20236
N 1.12727 -0.01362 0.57816
C 1.03391 -0.19094 2.00862
O 0.22180 -1.30266 2.29457
H 1.26527 2.07025 0.52500
H 1.91794 1.24132 -0.87947
H 2.84922 1.28898 0.62913
H 1.62534 -0.81463 0.20345
H 2.00306 -0.37533 2.48605
H 0.61655 0.72992 2.43579
H -0.46182 -1.31477 1.61387
O -0.51523 0.72167 -2.03889
C -1.24972 -0.18259 -1.75793
O -0.91538 -1.47612 -1.98305
C -2.59889 -0.04650 -1.12383
H -0.02518 -1.44797 -2.36312
H -3.32114 -0.68617 -1.62115
H -2.89936 0.99499 -1.11719
H -2.51844 -0.40095 -0.09236
*
```

Most stable to least stable, the ends of the list are two and one.

one:
# C4H11NO3

A 2-piece molecular cluster, C4H11NO3 overall (the ωB97M-V functional and the def2-TZVPD basis, the OMol25 dataset).

gap between HOMO and LUMO = 10.091 eV
lowest unoccupied orbital energy = 0.6 eV
HOMO = -9.45 eV
SMILES = CC(=O)NCCO.O

Geometry as ORCA input:
```
! RIJCOSX wB97M-V def2-TZVPD def2/J DEFGRID3
* xyz 0 1
C -2.00724 1.77497 -0.24108
C -1.40147 0.50187 -0.78585
N -0.20589 0.01039 -0.26730
C 0.57756 0.82251 0.61451
C 2.00449 0.49734 0.47380
O 2.34352 -0.34609 1.46474
O -1.89411 0.00229 -1.75841
H -1.86191 1.99003 0.86343
H -1.84575 2.63301 -0.87110
H -3.07189 1.63051 -0.34244
H 0.11803 -0.84634 -0.57044
H 0.53916 1.89839 0.41928
H 0.28358 0.72480 1.61651
H 2.62304 1.49959 0.65538
H 2.42334 0.26551 -0.50426
H 2.66159 -1.25010 1.03329
H -0.37923 -2.61466 -0.58339
H -0.24159 -2.57083 0.98166
O 0.19470 -2.78280 0.14428
*
```

two:
# C4H11NO3

A 3-piece molecular cluster, C4H11NO3 overall (the ωB97M-V functional and the def2-TZVPD basis, the OMol25 dataset).

gap between HOMO and LUMO = 7.607 eV
lowest unoccupied orbital energy = 0.4 eV
HOMO = -7.22 eV

Geometry as ORCA input:
```
! RIJCOSX wB97M-V def2-TZVPD def2/J DEFGRID3
* xyz 0 1
C 0.43144 0.53838 -1.92140
C -0.68985 -0.92399 -0.62039
N -2.00476 -0.41650 -0.40247
O 0.71433 1.67575 -1.44021
H 0.03748 1.83580 0.04728
H -2.07938 0.12429 0.45036
H -2.33038 0.16482 -1.16461
H -0.44072 0.44833 -2.57918
H 1.22872 -0.19722 -2.08475
H -0.42435 -1.68242 0.10922
H -0.62217 -1.42215 -1.58534
C 0.47252 -0.64573 2.05946
C 0.66060 0.28659 0.91281
O 1.91484 0.37725 0.47140
O -0.09356 1.37491 0.93233
H 1.91222 1.05314 -0.25302
H -0.58359 -0.82371 2.24765
H 0.98614 -1.58624 1.87276
H 0.91048 -0.18128 2.94808
*
```

three:
# C4H11NO3

A 2-piece molecular cluster, C4H11NO3 overall (the ωB97M-V functional and the def2-TZVPD basis, the OMol25 dataset).

gap between HOMO and LUMO = 9.517 eV
lowest unoccupied orbital energy = 0.5 eV
HOMO = -8.98 eV
SMILES = O=CCCNCO.O

Geometry as ORCA input:
```
! RIJCOSX wB97M-V def2-TZVPD def2/J DEFGRID3
* xyz 0 1
C 0.49924 -0.54528 -1.31670
C 0.30313 0.74458 -2.07156
C -0.31097 1.83018 -1.08291
O -1.48529 1.94606 -0.82583
N -0.45892 -0.68431 -0.30367
C 0.05400 -1.24314 0.95188
O 0.37966 -2.57918 0.67697
H 1.45807 -0.43476 -0.80319
H 0.59861 -1.35343 -2.03171
H 1.16600 1.20285 -2.56232
H -0.39905 0.70803 -2.97015
H 0.33905 2.55261 -0.51172
H -1.41487 -1.16855 -0.50700
H -0.85731 -0.99577 1.59729
H 1.02374 -0.80005 1.35212
H 0.32346 -3.18003 1.50257
H -0.09812 0.62904 3.25102
H -0.98047 1.77339 2.66290
O -0.13994 1.59778 2.99200
*
```

Most stable to least stable, the ends of the list are one and two.

one:
# H4SSi

A 2-piece molecular cluster, H4SSi overall (the ωB97M-V functional and the def2-TZVPD basis, the OMol25 dataset).

gap between HOMO and LUMO (spin up / spin down) = 8.612 / 7.350 eV
lowest unoccupied orbital energy (spin up / spin down) = -1.1 / -2.1 eV
HOMO (spin up / spin down) = -9.72 / -9.40 eV

Geometry as ORCA input:
```
! RIJCOSX wB97M-V def2-TZVPD def2/J DEFGRID3
* xyz 0 1
Si -0.39150 -0.53878 -0.01582
S 1.54384 0.10551 -0.28077
H -0.05574 -1.87176 -0.58686
H -0.80018 -0.40398 1.29900
H -1.09167 0.33025 -0.83410
H 0.79526 2.37875 0.41855
*
```

two:
# H4SSi

A 2-piece molecular cluster, H4SSi overall (the ωB97M-V functional and the def2-TZVPD basis, the OMol25 dataset).

gap between HOMO and LUMO (spin up / spin down) = 7.372 / 6.394 eV
lowest unoccupied orbital energy (spin up / spin down) = -1.5 / -2.0 eV
HOMO (spin up / spin down) = -8.88 / -8.40 eV

Geometry as ORCA input:
```
! RIJCOSX wB97M-V def2-TZVPD def2/J DEFGRID3
* xyz 0 1
Si 0.73582 -0.32124 -0.04822
S -2.61015 -0.34915 0.11383
H 0.51889 1.06384 0.19477
H 0.52238 -0.90818 1.12500
H 1.80701 -0.72695 -1.02292
H -2.23059 0.37953 1.25638
*
```

Most stable to least stable, the ends of the list are two and one.